Here is C3H7INO2P as an isolated structure at a distorted geometry from the OMol25 dataset. Energies are from wB97M-V/def2-TZVPD.

Atoms and positions in Å:
C 0.618592 0.793469 0.288848
C 0.379986 -1.224109 -0.713207
C 1.654813 -0.269152 0.450140
N -0.413935 -0.091770 -0.196108
O 0.126760 -2.516111 -0.372745
O 1.565039 -0.834997 1.680598
P -1.870391 0.431283 -0.949276
I 3.611471 0.082855 -0.299768
H 0.213447 1.335821 1.148900
H 0.737544 1.664413 -0.317870
H 0.820931 -1.351671 -1.780578
H 0.076133 -2.594420 0.588731
H 1.446755 -1.785887 1.796439
H -1.385104 1.755899 -1.239607
H -2.567223 0.603426 0.421850

Cartesian forces (eV/Å) of the 2 atoms listed first:
C -1.02 1.02 0.92
C -3.33 -1.33 -4.37

E_LUMO (spin up / spin down): 0.3 / -2.3 eV
2S+1: 3
E: -962.5202 Eh
⟨S²⟩: 2.007
Strongest force on any atom: 5.7 eV Å⁻¹
Energy relative to the best compared isomer or geometry (same formula, charge and spin): 573.0 kJ/mol
Frontier orbital gap (spin up / spin down): 0.187 / 0.256 Eh

Here are the Löwdin charges for atoms 1 to 6, given in e: atom 1 (C): -0.3048, atom 2 (C): -0.3420, atom 3 (C): -0.8521, atom 4 (N): -0.4542, atom 5 (O): 0.0198, atom 6 (O): -0.0455

Here is a 10-piece molecular cluster, C48H120F4N18O18P6 overall at a distorted geometry from the OMol25 dataset. Energies are from wB97M-V/def2-TZVPD.

Atoms and positions in Å:
C -2.900243 1.968018 6.063581
N -1.638873 2.538578 5.505431
C -0.944933 1.586798 4.618101
P -1.439813 4.273488 5.207241
O -2.597813 5.019938 5.880561
N 0.016377 4.756218 5.833171
C 1.138927 3.864348 6.074831
C 0.263387 6.186448 5.948391
N -1.397843 4.384348 3.516281
C -0.236463 4.197718 2.633701
C -2.454843 5.203808 2.904481
H -3.739403 2.407798 5.524601
H -2.942303 2.180708 7.131791
H -2.911683 0.879018 6.018191
H -1.366583 1.627428 3.613771
H -1.131913 0.554118 4.912561
H 0.127577 1.736388 4.493851
H 0.857957 2.828198 6.263381
H 1.675677 3.884658 5.126361
H 1.746577 4.313198 6.860581
H 0.457147 6.689208 5.000871
H -0.626033 6.742868 6.244101
H 1.129217 6.456508 6.552951
H 0.585107 4.258578 3.347441
H -0.313683 3.249528 2.101651
H -0.181423 5.066428 1.977651
H -2.229343 6.237938 3.164901
H -3.440973 4.957248 3.298001
H -2.527253 5.050188 1.827791
C 7.305367 -1.004032 -6.748249
N 6.913547 -0.344392 -5.491899
C 6.932787 1.152188 -5.661159
P 5.975747 -1.133862 -4.317389
O 6.237857 -2.614652 -4.268219
N 6.386397 -0.384822 -2.794439
C 7.781027 -0.327502 -2.359049
C 5.438187 -0.293622 -1.681159
N 4.314957 -0.578212 -4.571469
C 3.961667 0.771258 -4.474219
C 3.180207 -1.510332 -4.509939
H 7.822347 -1.952042 -6.599549
H 8.017157 -0.339312 -7.237739
H 6.470987 -1.134042 -7.437469
H 7.281257 1.691598 -4.780409
H 5.946907 1.487728 -5.982949
H 7.529817 1.595198 -6.458279
H 8.405647 -1.026632 -2.915079
H 8.140137 0.656348 -2.661009
H 7.959457 -0.522322 -1.301549
H 5.516247 0.732258 -1.321189
H 4.443357 -0.586842 -2.016459
H 5.671707 -1.047382 -0.929219
H 3.445517 0.920558 -3.525849
H 4.898347 1.323088 -4.395429
H 3.478617 0.981028 -5.428559
H 2.906047 -1.679902 -3.468699
H 3.519587 -2.471132 -4.896969
H 2.238157 -1.211702 -4.969789
C 1.766687 1.445398 1.536761
N 0.773097 1.402538 0.465871
C 1.343177 1.880668 -0.790429
P -0.583633 0.339448 0.546231
O -0.987313 -0.178722 1.883511
N -1.868093 1.138338 -0.300919
C -3.149043 0.464708 -0.484349
C -1.912803 2.611878 -0.399119
N -0.104153 -0.866692 -0.538099
C 0.616677 -1.955762 0.029301
C -0.133733 -0.789712 -2.041949
H 1.405767 0.810008 2.345541
H 1.905467 2.471148 1.878321
H 2.717077 1.068178 1.159171
H 1.491687 2.960498 -0.791259
H 0.849097 1.677358 -1.740509
H 2.250737 1.294808 -0.936099
H -3.727793 0.468038 0.439301
H -3.641913 0.825968 -1.386949
H -2.902103 -0.595562 -0.538629
H -2.802273 2.905728 -0.956439
H -2.141043 3.147388 0.522421
H -1.125983 3.150778 -0.926949
H 1.677317 -1.879982 -0.210299
H 0.366757 -2.167752 1.068871
H 0.218997 -2.812922 -0.514049
H -0.782103 0.043608 -2.312699
H -0.621883 -1.681272 -2.435559
H 0.869477 -0.592652 -2.419869
C 4.322167 -6.623612 2.748491
N 4.673197 -5.287222 3.094951
C 5.090247 -5.135202 4.504791
P 5.087627 -4.193302 1.856231
O 4.506227 -4.489052 0.545251
N 4.733987 -2.669902 2.578551
C 5.420387 -1.537152 1.923671
C 3.381167 -2.263402 3.179801
N 6.817417 -4.080462 1.811871
C 7.594107 -3.745742 3.022481
C 7.575757 -4.505802 0.667131
H 3.721507 -7.102422 3.521841
H 5.098307 -7.352492 2.515201
H 3.655027 -6.554112 1.889311
H 4.279077 -5.591252 5.072351
H 5.217827 -4.095172 4.805071
H 6.033067 -5.597682 4.796881
H 5.467427 -0.654572 2.561581
H 6.452447 -1.792122 1.682951
H 4.858737 -1.362162 1.006051
H 2.819337 -3.087172 3.620091
H 3.434297 -1.527252 3.981901
H 2.684287 -1.871582 2.438891
H 7.017517 -3.117622 3.701541
H 7.933217 -4.634192 3.555171
H 8.507907 -3.222932 2.740091
H 8.006547 -3.666482 0.121181
H 6.968507 -5.129122 0.010771
H 8.431677 -5.120962 0.944761
C -0.219333 -3.434142 -6.712379
N -1.012413 -3.808712 -5.459239
C -0.240543 -4.165802 -4.246079
P -2.579573 -4.453342 -5.616749
O -2.672753 -5.839852 -6.055419
N -3.425643 -4.124752 -4.108519
C -4.409763 -5.105582 -3.587119
C -3.394163 -2.842782 -3.484099
N -3.439353 -3.414092 -6.643899
C -3.504513 -1.951942 -6.515299
C -4.366403 -4.078162 -7.582289
H 0.545677 -2.690592 -6.488769
H -0.826673 -3.097712 -7.552649
H 0.405377 -4.240792 -7.095979
H -0.680793 -3.765052 -3.333019
H 0.730097 -3.689172 -4.383139
H -0.169553 -5.253472 -4.250569
H -5.159553 -5.357212 -4.337169
H -3.868643 -6.051732 -3.596549
H -4.767903 -4.778172 -2.611079
H -2.888803 -2.869742 -2.518709
H -2.913543 -2.095092 -4.115029
H -4.408993 -2.450552 -3.417959
H -2.594793 -1.603452 -6.026369
H -3.540123 -1.369682 -7.436059
H -4.314973 -1.686712 -5.836389
H -3.959263 -5.021732 -7.945629
H -4.518283 -3.402182 -8.423769
H -5.335083 -4.339612 -7.156389
C -8.410843 -1.644212 4.669601
N -7.505893 -1.244682 3.573881
C -7.943003 -1.856772 2.290361
P -6.758343 0.348838 3.564141
O -6.469633 0.729398 4.953981
N -5.282253 0.161158 2.681091
C -4.376823 -0.934702 3.139521
C -4.573183 1.415428 2.404581
N -7.812123 1.294108 2.548211
C -8.682473 2.306518 3.257961
C -8.177003 0.886178 1.178291
H -8.606783 -2.714152 4.599321
H -9.385723 -1.225792 4.419351
H -8.109393 -1.283112 5.652881
H -8.843443 -1.367752 1.918651
H -8.182883 -2.890762 2.538171
H -7.142083 -1.811192 1.552421
H -4.868643 -1.907432 3.142641
H -3.570673 -1.029392 2.412011
H -3.898803 -0.673862 4.083741
H -5.009463 1.952168 1.562161
H -4.804073 2.021158 3.280871
H -3.490073 1.506788 2.323171
H -8.194073 3.003148 3.939331
H -9.395833 2.832898 2.623821
H -9.410083 1.772458 3.869071
H -9.236183 0.633408 1.129781
H -7.510813 0.124608 0.772941
H -8.022713 1.753858 0.536871
O -2.418103 0.685748 -5.470369
C -2.475553 1.857108 -5.093829
O -2.578603 2.886028 -5.954469
C -2.648873 4.160268 -5.280919
C -2.661513 3.690168 -3.828239
F -3.853033 3.976108 -3.316939
O -2.453473 2.300538 -3.878269
H -1.754363 4.766168 -5.425279
H -3.598453 4.647198 -5.502979
H -1.815723 4.109548 -3.283399
O -9.240763 0.475668 -2.590849
C -8.409413 1.199398 -3.151519
O -7.435313 1.783648 -2.404889
C -6.577483 2.352698 -3.263279
C -6.716473 1.643928 -4.580509
F -6.020553 0.559978 -4.679609
O -8.049783 1.245028 -4.423499
H -6.764223 3.424028 -3.337299
H -5.526503 2.194868 -3.021149
H -6.594533 2.339038 -5.411209
O 3.832547 1.485238 3.899711
C 3.788097 1.376858 5.123171
O 3.281377 0.339718 5.813641
C 3.539037 0.355988 7.187261
C 4.517557 1.500298 7.221841
F 5.735057 0.845148 7.257731
O 4.372877 2.203728 6.006571
H 2.597737 0.531498 7.708061
H 4.065697 -0.580812 7.369331
H 4.457317 2.055538 8.157881
O 2.492897 5.546538 1.706591
C 3.418727 4.834628 1.341781
O 4.363147 4.205498 2.126661
C 5.334037 3.491998 1.383431
C 4.832237 3.697418 -0.025569
F 4.225927 2.588858 -0.408199
O 3.767787 4.607368 0.110121
H 6.210077 4.135128 1.467341
H 5.722617 2.505008 1.634361
H 5.588807 3.977178 -0.758669

Cartesian forces (eV/Å) of the 2 atoms listed first:
C 0.65 1.26 0.13
N 1.45 0.56 0.06

E_LUMO: -0.2 eV
E: -6688.5304 Eh
Strongest force on any atom: 5.6 eV Å⁻¹
Structure (SMILES): CN(C)P(=O)(N(C)C)N(C)C.CN(C)P(=O)(N(C)C)N(C)C.CN(C)P(=O)(N(C)C)N(C)C.CN(C)P(=O)(N(C)C)N(C)C.CN(C)P(=O)(N(C)C)N(C)C.CN(C)P(=O)(N(C)C)N(C)C.O=C1OC[C@@H](F)O1.O=C1OC[C@@H](F)O1.O=C1OC[C@@H](F)O1.O=C1OC[C@@H](F)O1
Energy relative to the best compared isomer or geometry (same formula, charge and spin): 150.0 kJ/mol
Frontier orbital gap: 0.273 Eh

Here are the Löwdin charges for atoms 1 to 6, given in e: atom 1 (C): -0.0941, atom 2 (N): -0.2784, atom 3 (C): -0.1426, atom 4 (P): 0.6248, atom 5 (O): -0.3262, atom 6 (N): -0.3123

Here is C19H22N2O3S in the gas phase from the OMol25 dataset. Energies are from wB97M-V/def2-TZVPD.

Atoms and positions in Å:
C -7.361558 -0.588306 0.118907
C -6.571180 0.433614 0.921325
O -5.655333 1.155726 0.086768
C -4.489511 0.592609 -0.169563
O -4.134409 -0.485105 0.244480
C -3.616977 1.487004 -1.020461
S -2.351265 2.307859 0.031216
C -1.041928 1.117212 0.067637
N 0.142312 1.604210 0.164509
C 1.189172 0.733377 0.261959
C 1.029599 -0.630531 0.240617
C -0.292348 -1.171186 0.003849
O -0.610947 -2.325162 -0.202577
N -1.309960 -0.197236 -0.000237
C 2.207461 -1.573971 0.352683
C 1.853660 -2.773364 1.245278
C 2.551071 -2.108528 -1.053565
C 2.985862 -1.044162 -2.053655
C 3.409846 -0.870113 1.006425
C 3.621671 0.550972 0.590354
C 4.885607 1.119129 0.560351
C 5.050317 2.458457 0.249405
C 3.945874 3.248735 -0.026774
C 2.680408 2.695851 -0.002472
C 2.511770 1.347863 0.302615
H -7.881465 -0.102350 -0.703120
H -8.090165 -1.069163 0.764720
H -6.694145 -1.347267 -0.281986
H -7.224716 1.198824 1.343386
H -6.007391 -0.060858 1.718345
H -3.104687 0.918980 -1.795270
H -4.203935 2.294770 -1.451495
H -2.266672 -0.560891 -0.026917
H 2.733123 -3.398664 1.384070
H 1.511664 -2.433740 2.221386
H 1.067292 -3.370238 0.795423
H 1.667667 -2.621741 -1.438062
H 3.347120 -2.850037 -0.951611
H 2.221173 -0.278678 -2.167708
H 3.155420 -1.502322 -3.025970
H 3.906656 -0.558909 -1.739743
H 4.312100 -1.455919 0.818486
H 3.250010 -0.863532 2.091262
H 5.749019 0.507663 0.782954
H 6.042045 2.886193 0.226112
H 4.074655 4.294472 -0.263489
H 1.806014 3.288454 -0.219865

Cartesian forces (eV/Å) of the 2 atoms listed first:
C 0.30 0.28 0.04
C -0.30 -0.46 0.31

E_LUMO: 0.3 eV
E: -1470.7041 Eh
Strongest force on any atom: 0.9 eV Å⁻¹
Structure (SMILES): CCOC(=O)CSc1nc2c(c(=O)[nH]1)[C@@](C)(CC)Cc1ccccc1-2
Energy relative to the best compared isomer or geometry (same formula, charge and spin): 0.0 kJ/mol
Frontier orbital gap: 0.311 Eh

Here are the Löwdin charges for atoms 1 to 6, given in e: atom 1 (C): -0.0576, atom 2 (C): -0.1998, atom 3 (O): 0.0044, atom 4 (C): -0.5687, atom 5 (O): 0.0895, atom 6 (C): -0.3316

Here is C22H33MnN4O6P as an isolated structure at a distorted geometry from the OMol25 dataset. Energies are from wB97M-V/def2-TZVPD.

Atoms and positions in Å:
O -1.233195 4.487097 -1.239733
H -1.193179 5.198842 -1.902587
Mn -0.533506 0.984187 -0.955049
N -0.817827 2.073280 0.588947
N 1.299573 1.481947 -0.659757
N -2.169167 0.063062 -0.897899
N -0.042006 -0.490054 -2.071393
O -1.782764 1.973168 1.422640
O -3.148902 0.270327 -0.011994
O 1.194131 -0.858733 -2.392973
O 2.369639 0.918392 -1.138349
C 1.428982 2.568954 0.165755
C 0.243992 2.896217 0.873849
C -2.275979 -0.999779 -1.733872
C -1.049789 -1.332986 -2.399438
C 0.043000 4.011194 1.818144
H -0.738423 4.678598 1.438764
H 0.949634 4.601313 1.940151
H -0.263069 3.643498 2.803157
C 2.744774 3.248572 0.307299
H 3.122482 3.561742 -0.679766
H 3.473026 2.565277 0.772016
H 2.658752 4.147705 0.933852
C -3.504631 -1.820861 -1.822896
C -0.878348 -2.542555 -3.254204
H -4.375686 -1.221639 -1.527437
H -3.445115 -2.718119 -1.182540
H -3.634239 -2.173084 -2.855462
H 0.183476 -2.709271 -3.466213
H -1.414671 -2.426937 -4.211286
H -1.278403 -3.441265 -2.759825
H -2.845088 1.113098 0.519385
H 1.799991 -0.104312 -1.892474
C -0.799543 2.232531 -2.309568
H -0.993213 3.566308 -1.772964
H -1.727815 2.059920 -2.871791
H 0.091475 2.372955 -2.949187
O -3.319581 3.077452 -0.565550
H -2.704308 3.852191 -0.748571
H -4.080936 3.256364 -1.165944
C -0.855155 -1.000767 2.684341
P 0.100546 -0.903977 1.121592
C 1.773215 -0.628892 1.847407
C 2.906945 -1.408077 1.577686
C 4.174204 -0.966845 1.980147
C 4.311657 0.199717 2.732086
C 3.175318 0.927419 3.094460
C 1.908074 0.504850 2.680084
C -0.035748 -2.630089 0.535153
C -1.249773 -3.319893 0.737967
C -1.441716 -4.593874 0.208211
C -0.436661 -5.201936 -0.542937
C 0.746102 -4.509727 -0.792656
C 0.921286 -3.210817 -0.314750
H -0.727653 -0.087311 3.270238
H -0.474397 -1.859847 3.258298
H -1.918872 -1.125473 2.465705
H 2.801508 -2.354919 1.056415
H 5.054753 -1.543295 1.702087
H 5.303086 0.551554 3.044192
H 3.259063 1.833037 3.707182
H 1.021289 1.065367 3.003474
H -2.048791 -2.853248 1.324375
H -2.395131 -5.108871 0.388459
H -0.581642 -6.215737 -0.932464
H 1.541676 -4.965893 -1.384502
H 1.813273 -2.657054 -0.597485

Cartesian forces (eV/Å) of the 2 atoms listed first:
O 0.29 0.62 -0.71
H 0.00 -0.35 0.35

E_LUMO (spin up / spin down): -0.4 / -0.9 eV
2S+1: 6
E: -3020.5956 Eh
⟨S²⟩: 8.866
Strongest force on any atom: 3.6 eV Å⁻¹
Energy relative to the best compared isomer or geometry (same formula, charge and spin): 0.0 kJ/mol
Frontier orbital gap (spin up / spin down): 0.197 / 0.251 Eh

Here are the Löwdin charges for atoms 1 to 6, given in e: atom 1 (O): -0.1574, atom 2 (H): 0.0535, atom 3 (Mn): 0.6149, atom 4 (N): -0.2140, atom 5 (N): -0.1879, atom 6 (N): -0.1186